[1]
Here is C35H27N5O5PTa as an isolated structure from the Open Molecules 2025 dataset. Energies are from ωB97M-V with the def2-TZVPD basis set.

Summary:
Energy (eV): -65250.087
Net charge: +2
2S+1: 1
Kohn-Sham gap (eV): 6.34
Energy relative to the best compared isomer or geometry (same formula, charge and spin) (eV): 2.507
LUMO level (eV): -7.79

Last column: Löwdin charge in e.
Positions of all 74 atoms, in Å:
1 Ta -0.724 -0.059 -0.407  1.9646
2 O -4.476 0.889 -1.596  0.1085
3 C -3.388 0.351 -1.599  -0.5019
4 N -2.748 -0.180 -0.528  -0.1552
5 C -3.557 -0.206 0.685  -0.1197
6 C -2.929 0.612 1.777  -0.2386
7 C -3.672 1.326 2.710  0.0296
8 C -3.001 2.037 3.695  0.0058
9 C -1.613 1.981 3.744  0.0023
10 C -0.945 1.244 2.783  -0.0927
11 N -1.590 0.595 1.810  0.0372
12 C -2.584 0.243 -2.861  -0.2076
13 C -3.188 0.466 -4.091  0.0434
14 C -2.414 0.389 -5.239  0.0143
15 C -1.071 0.064 -5.111  0.0023
16 C -0.548 -0.154 -3.844  -0.0754
17 N -1.286 -0.057 -2.739  0.0049
18 H -3.613 -1.246 1.033  0.1372
19 H -4.571 0.139 0.461  0.1349
20 H -4.750 1.332 2.657  0.1340
21 H -3.552 2.626 4.412  0.1303
22 H -1.055 2.497 4.508  0.1281
23 H 0.136 1.172 2.787  0.1104
24 H -4.242 0.694 -4.119  0.1371
25 H -2.851 0.569 -6.209  0.1329
26 H -0.433 -0.008 -5.977  0.1274
27 H 0.495 -0.413 -3.706  0.1212
28 C 6.134 -2.245 -1.239  -0.0412
29 C 5.564 -2.704 -0.061  -0.0456
30 C 4.244 -2.424 0.229  -0.0857
31 C 3.489 -1.681 -0.677  -0.3592
32 C 4.060 -1.204 -1.853  -0.0888
33 C 5.385 -1.494 -2.130  -0.0568
34 P 1.766 -1.294 -0.243  1.0600
35 C 1.877 -1.113 1.574  -0.3947
36 C 2.772 -0.168 2.074  -0.0966
37 C 2.887 0.022 3.439  -0.0498
38 C 2.129 -0.745 4.312  -0.0524
39 C 1.250 -1.696 3.818  -0.0577
40 C 1.101 -1.868 2.452  -0.0857
41 C 0.675 -2.749 -0.377  -0.4332
42 C 1.015 -4.087 -0.457  -0.0470
43 C -0.003 -5.030 -0.504  -0.0244
44 C -1.329 -4.621 -0.497  -0.0437
45 C -1.661 -3.275 -0.414  -0.0971
46 C -0.662 -2.306 -0.352  -0.3158
47 H 7.167 -2.466 -1.454  0.1191
48 H 6.150 -3.269 0.644  0.1182
49 H 3.801 -2.769 1.152  0.1146
50 H 3.476 -0.602 -2.538  0.0979
51 H 5.840 -1.123 -3.035  0.1155
52 H 3.374 0.418 1.392  0.1212
53 H 3.569 0.771 3.814  0.1201
54 H 2.227 -0.603 5.377  0.1171
55 H 0.676 -2.312 4.492  0.1156
56 H 0.418 -2.617 2.074  0.1016
57 H 2.048 -4.394 -0.483  0.1154
58 H 0.234 -6.082 -0.542  0.1235
59 H -2.114 -5.357 -0.553  0.1187
60 H -2.705 -2.990 -0.429  0.0935
61 O 0.590 5.711 1.124  0.1576
62 C -0.371 5.862 0.239  -0.4905
63 O -0.826 6.924 -0.071  0.1515
64 C -0.944 4.618 -0.397  -0.0101
65 C -2.081 4.648 -1.194  0.0480
66 N -2.334 3.395 -1.588  0.0629
67 N -1.441 2.532 -1.107  0.0527
68 C -0.581 3.254 -0.373  -0.1329
69 C 0.475 2.537 0.372  -0.4992
70 O 1.161 3.073 1.218  0.1418
71 O 0.556 1.266 0.088  -0.2741
72 H 0.915 4.794 1.260  0.0790
73 H -2.678 5.493 -1.473  0.1551
74 H -3.120 3.071 -2.140  0.1666

---

[2]
Here is C35H28BrN4O3PRu as an isolated structure from the Open Molecules 2025 dataset. Energies are from ωB97M-V with the def2-TZVPD basis set.

Summary:
Energy (eV): -130764.037
Net charge: +1
2S+1: 2
Kohn-Sham gap (alpha / beta) (eV): 7.30 / 6.73
Energy relative to the best compared isomer or geometry (same formula, charge and spin) (eV): 0.000
LUMO level (alpha / beta) (eV): -3.38 / -3.98

Last column: Löwdin charge in e.
Positions of all 73 atoms, in Å:
1 Ru -0.633 -0.336 -0.497  1.2428
2 Br 4.327 2.991 -4.655  0.7772
3 C 3.371 2.048 -3.330  -0.6988
4 C 3.869 0.827 -2.856  -0.0930
5 C 3.177 0.110 -1.912  0.0118
6 C 1.934 0.563 -1.430  -0.3377
7 O 1.320 -0.133 -0.498  -0.2226
8 C 1.447 1.802 -1.913  -0.1569
9 C 0.280 2.384 -1.318  -0.0325
10 N -0.648 1.683 -0.754  -0.0415
11 C -1.491 2.306 0.220  -0.1965
12 C -2.190 3.464 0.048  0.0026
13 C -2.903 4.016 1.139  -0.0447
14 C -2.881 3.418 2.366  -0.0101
15 C -2.170 2.208 2.562  -0.1397
16 C -2.090 1.528 3.801  0.0215
17 C -1.389 0.360 3.886  -0.0139
18 C -0.797 -0.174 2.723  -0.0866
19 N -0.858 0.426 1.558  0.0216
20 C -1.502 1.633 1.472  -0.1654
21 C 2.196 2.548 -2.841  -0.0826
22 H 4.811 0.453 -3.237  0.1121
23 H 3.564 -0.824 -1.527  0.1256
24 H 0.218 3.470 -1.252  0.1520
25 H -2.192 3.961 -0.913  0.1229
26 H -3.458 4.931 0.992  0.1158
27 H -3.412 3.856 3.202  0.1235
28 H -2.585 1.944 4.669  0.1294
29 H -1.300 -0.180 4.818  0.1190
30 H -0.294 -1.133 2.746  0.1209
31 H 1.822 3.505 -3.183  0.1200
32 N -2.593 -0.438 -2.823  -0.0760
33 P -0.925 -0.791 -2.710  0.9845
34 C -0.643 -2.458 -3.318  -0.3388
35 C 0.296 -3.256 -2.671  -0.0785
36 C 0.561 -4.533 -3.143  -0.0448
37 C -0.114 -5.013 -4.253  -0.0563
38 C -1.049 -4.217 -4.907  -0.0653
39 C -1.309 -2.940 -4.445  -0.0811
40 C -0.285 0.275 -4.020  -0.3331
41 C 0.892 -0.086 -4.676  -0.0750
42 C 1.430 0.749 -5.643  -0.0724
43 C 0.792 1.937 -5.972  -0.0703
44 C -0.385 2.295 -5.328  -0.0685
45 C -0.920 1.471 -4.349  -0.1018
46 C -3.377 -0.598 -1.698  -0.3389
47 C -4.757 -0.788 -1.792  0.0051
48 C -5.475 -1.000 -0.640  -0.0297
49 C -4.808 -1.042 0.586  -0.0349
50 C -3.455 -0.833 0.595  -0.0910
51 N -2.739 -0.567 -0.517  -0.0207
52 H -3.071 -0.530 -3.709  0.1159
53 H 0.805 -2.881 -1.794  0.0843
54 H 1.280 -5.157 -2.628  0.1164
55 H 0.083 -6.015 -4.612  0.1124
56 H -1.569 -4.594 -5.777  0.1103
57 H -2.025 -2.321 -4.974  0.1050
58 H 1.385 -1.020 -4.436  0.1152
59 H 2.347 0.470 -6.146  0.1153
60 H 1.213 2.583 -6.730  0.1128
61 H -0.889 3.215 -5.593  0.1104
62 H -1.837 1.754 -3.846  0.0986
63 H -5.232 -0.792 -2.763  0.1207
64 H -6.544 -1.160 -0.689  0.1215
65 H -5.328 -1.249 1.509  0.1155
66 H -2.893 -0.886 1.514  0.1053
67 C 1.477 -2.679 1.102  -0.0141
68 C 0.106 -3.144 0.645  -0.6855
69 O -0.262 -4.279 0.847  0.0647
70 O -0.672 -2.269 0.041  -0.2471
71 H 1.808 -3.309 1.924  0.0881
72 H 1.507 -1.627 1.372  0.0468
73 H 2.182 -2.802 0.277  0.0787

---

[3]
Here is C35H28F3O5PSV as an isolated structure from the Open Molecules 2025 dataset. Energies are from ωB97M-V with the def2-TZVPD basis set.

Summary:
Energy (eV): -100924.278
Net charge: +3
2S+1: 1
Kohn-Sham gap (eV): 5.46
Energy relative to the best compared isomer or geometry (same formula, charge and spin) (eV): 0.196
LUMO level (eV): -10.97

Last column: Löwdin charge in e.
Positions of all 74 atoms, in Å:
1 V 0.517 0.838 -0.118  1.0121
2 O 1.013 -0.307 3.258  0.2978
3 C 0.799 0.728 2.794  -0.2856
4 O 1.374 0.902 1.312  -0.2091
5 C 0.152 1.973 3.197  -0.1288
6 C -0.038 2.082 4.573  0.0531
7 C -0.629 3.218 5.111  0.0181
8 C -1.036 4.243 4.276  0.0138
9 C -0.866 4.132 2.897  -0.0426
10 C -0.276 3.003 2.339  -0.2527
11 P -0.107 3.118 0.550  1.1646
12 C 1.189 4.242 0.100  -0.3367
13 C 0.874 5.477 -0.482  -0.0560
14 C 1.882 6.404 -0.690  -0.0215
15 C 3.189 6.108 -0.326  -0.0077
16 C 3.501 4.885 0.261  -0.0313
17 C 2.507 3.952 0.481  -0.0794
18 C -1.651 3.393 -0.262  -0.3605
19 C -2.856 3.117 0.402  -0.0599
20 C -4.054 3.279 -0.268  -0.0172
21 C -4.057 3.697 -1.596  0.0027
22 C -2.862 3.942 -2.267  -0.0251
23 C -1.657 3.785 -1.610  -0.0893
24 H 0.287 1.277 5.219  0.1493
25 H -0.765 3.297 6.181  0.1402
26 H -1.492 5.134 4.684  0.1383
27 H -1.203 4.946 2.264  0.1310
28 H -0.144 5.730 -0.745  0.1122
29 H 1.643 7.364 -1.128  0.1309
30 H 3.970 6.840 -0.487  0.1318
31 H 4.518 4.672 0.562  0.1269
32 H 2.750 3.015 0.969  0.1043
33 H -2.860 2.789 1.434  0.1212
34 H -4.987 3.086 0.243  0.1324
35 H -4.998 3.830 -2.113  0.1337
36 H -2.876 4.261 -3.300  0.1299
37 H -0.730 3.974 -2.140  0.1160
38 O 1.682 1.030 -1.413  -0.5941
39 S 3.110 1.054 -2.215  1.2099
40 C 2.633 0.540 -3.868  -0.2442
41 C 3.882 0.790 -4.683  -0.3043
42 C 4.428 -0.249 -5.436  -0.0399
43 C 5.546 -0.017 -6.218  -0.0304
44 C 6.135 1.243 -6.238  -0.0292
45 C 5.595 2.280 -5.490  -0.0424
46 C 4.465 2.059 -4.718  -0.0644
47 C 3.982 -0.380 -1.424  -0.2068
48 C 3.573 -1.733 -1.873  -0.2960
49 C 2.487 -2.364 -1.264  -0.0545
50 C 2.091 -3.625 -1.676  -0.0451
51 C 2.791 -4.268 -2.691  -0.0273
52 C 3.891 -3.657 -3.279  -0.0299
53 C 4.285 -2.391 -2.873  -0.0371
54 H 1.776 1.164 -4.129  0.1182
55 H 2.352 -0.514 -3.837  0.1100
56 H 3.961 -1.225 -5.428  0.1170
57 H 5.958 -0.816 -6.819  0.1246
58 H 7.009 1.419 -6.849  0.1253
59 H 6.044 3.262 -5.522  0.1211
60 H 4.027 2.887 -4.169  0.1067
61 H 3.752 -0.185 -0.372  0.1044
62 H 5.032 -0.131 -1.590  0.1227
63 H 1.985 -1.891 -0.425  0.1018
64 H 1.263 -4.122 -1.190  0.1207
65 H 2.495 -5.260 -3.005  0.1256
66 H 4.454 -4.177 -4.043  0.1261
67 H 5.154 -1.924 -3.319  0.1229
68 F -2.360 -1.027 -2.710  0.2802
69 C -1.542 -0.517 -1.852  -0.5361
70 F -0.402 -1.238 -1.773  0.1524
71 F -1.144 0.728 -2.251  0.1275
72 C -2.096 -0.369 -0.418  -0.3476
73 O -3.128 -0.694 0.019  0.2991
74 O -1.089 0.255 0.336  -0.1438